[1]
Here is 2 unconnected molecules or ions with the total composition BrH2PS at a distorted geometry from the Open Molecules 2025 dataset. Energies are from ωB97M-V with the def2-TZVPD basis set.

Geometry as ORCA input:
```
! RIJCOSX wB97M-V def2-TZVPD def2/J DEFGRID3
* xyz 0 1
P 0.78 -1.97 -0.27
S -0.63 2.83 -0.18
Br -0.89 1.52 1.34
H 1.23 -0.69 -0.57
H -0.49 -1.68 -0.33
*
```

Calculated values
**Largest force on an atom**: 3.16 eV Å⁻¹
**Calculated total energy**: -90195.6735 eV
**HOMO level (alpha / beta)**: -0.341 / -0.327 Eh

***

[2]
Here is a molecular structure, C6H5AsO6PdS4Sb at a distorted geometry from the Open Molecules 2025 dataset. Energies are from ωB97M-V with the def2-TZVPD basis set.

Geometry as ORCA input:
```
! RIJCOSX wB97M-V def2-TZVPD def2/J DEFGRID3
* xyz 0 6
Pd -0.51 -0.41 -0.21
S 3.02 -3.05 -0.56
Sb 1.74 -1.65 -1.88
S -0.51 -2.49 -1.39
S 1.75 0.50 -0.61
O -2.25 1.03 2.92
As -1.77 -0.57 2.44
O -1.99 -1.46 3.77
O -0.19 -0.65 1.88
C -2.89 -1.20 0.94
C -3.30 -2.53 1.02
C -3.96 -3.12 -0.04
C -4.26 -2.38 -1.17
C -3.88 -1.05 -1.25
C -3.19 -0.46 -0.20
S -2.46 1.16 -0.59
O -3.49 2.09 -0.89
O -1.53 1.49 0.49
O -1.61 0.74 -1.75
H -2.42 1.02 3.87
H -3.06 -3.07 1.94
H -4.24 -4.17 0.02
H -4.78 -2.84 -2.00
H -4.09 -0.45 -2.13
*
```

Calculated values
**Largest force on an atom**: 1.65 eV Å⁻¹
**Expectation value of S²**: 8.788
**Calculated total energy**: -132780.0625 eV
**HOMO level (alpha / beta)**: -0.345 / -0.345 Eh

***

[3]
Here is 2 unconnected molecules or ions with the total composition C5H11O2 at a distorted geometry from the Open Molecules 2025 dataset. Energies are from ωB97M-V with the def2-TZVPD basis set.

Geometry as ORCA input:
```
! RIJCOSX wB97M-V def2-TZVPD def2/J DEFGRID3
* xyz -1 1
C 0.04 -2.48 1.53
C 1.20 -1.53 1.30
C -1.25 -1.99 0.87
H 0.25 -3.54 1.31
H -0.02 -2.58 2.63
H 2.17 -2.01 1.47
H 1.04 -0.59 1.80
H -1.11 -0.98 0.49
H -1.72 -2.75 0.25
H 1.24 -1.28 0.24
H -2.04 -1.91 1.63
C -1.32 1.63 -1.27
C 0.22 1.68 -0.95
O 0.63 2.80 -0.57
O 0.89 0.66 -1.23
H -1.56 2.41 -1.97
H -1.87 1.53 -0.33
H -1.52 0.62 -1.63
*
```

Calculated values
**Largest force on an atom**: 2.10 eV Å⁻¹
**Calculated total energy**: -9459.2752 eV
**HOMO level**: -0.141 Eh

***

[4]
Here is 2 unconnected molecules or ions with the total composition C4H12 at a distorted geometry from the Open Molecules 2025 dataset. Energies are from ωB97M-V with the def2-TZVPD basis set.

Geometry as ORCA input:
```
! RIJCOSX wB97M-V def2-TZVPD def2/J DEFGRID3
* xyz 0 1
C -2.60 1.48 -0.86
C -1.64 0.31 -0.69
H -2.42 1.91 -1.84
H -3.64 1.16 -0.76
H -2.37 2.13 -0.01
H -1.81 -0.46 0.06
H -0.62 0.70 -0.66
H -1.48 -0.27 -1.61
C 1.70 -0.39 0.37
C 2.53 -1.37 1.19
H 1.52 -0.88 -0.58
H 0.83 -0.13 0.97
H 2.19 0.55 0.17
H 2.03 -2.32 1.43
H 2.78 -1.00 2.19
H 3.40 -1.76 0.66
*
```

Calculated values
**Largest force on an atom**: 2.46 eV Å⁻¹
**Calculated total energy**: -4342.0456 eV
**SMILES string**: CC.CC
**HOMO level**: -0.413 Eh